DFT (ωB97M-V with the def2-TZVPD basis set) results for C21H40P2Pt as an isolated structure.

The value obtained for the strongest force on any atom is 2.90 eV/A. The relative energy (zero: lowest compared OMol25 entry of this formula, charge and spin) is 0.000 eV. The value obtained for the calculated total energy is -1625.3406 Eh. The multiplicity is 5. The calculation puts the highest occupied orbital energy (spin up / spin down) at -10.4 / -13.9 eV. The value obtained for the HOMO-LUMO gap (spin up / spin down) is 5.21 / 5.99 eV. Its total charge is +2. The value obtained for the LUMO energy (spin up / spin down) is -0.1911 / -0.2921 hartree.

Geometry as XYZ:
```
64
Properties=species:S:1:pos:R:3:forces:R:3:lowdin_spin:R:1
P -0.1704 -1.8886 -2.8036 -0.301 -1.247 -0.082 0.02
P 0.0973 2.2813 -2.6301 1.055 0.794 -0.539 0.01
C -0.4433 -0.4238 -3.8729 0.099 0.557 -0.521 0.00
C 0.3601 0.9151 -3.8414 -0.313 -0.548 -0.256 0.00
H -1.5321 -0.2267 -3.8873 0.517 -0.184 -0.037 0.00
H -0.1836 -0.8618 -4.8534 -0.282 0.061 0.137 0.00
H 1.4448 0.7255 -3.8936 -0.419 0.109 0.095 0.00
H 0.0962 1.4201 -4.7840 0.126 -0.036 0.105 0.00
C -1.3423 3.2442 -3.0815 -0.663 0.121 -0.187 0.00
H -1.6526 3.8922 -2.2387 0.197 -0.340 -0.411 0.00
H -2.1892 2.5926 -3.3600 0.285 0.310 0.158 0.00
H -1.0815 3.8827 -3.9478 -0.183 -0.352 0.416 0.00
C 1.5432 3.3155 -2.9993 0.068 0.157 -0.128 0.00
H 1.3522 3.8697 -3.9302 0.173 -0.126 0.282 0.00
H 2.4429 2.6973 -3.1312 -0.275 0.211 0.078 0.00
H 1.7197 4.0263 -2.1736 -0.117 -0.229 -0.415 0.00
C -1.5311 -2.9709 -3.2796 -0.006 -0.029 -0.420 0.00
H -1.6643 -3.7558 -2.5178 0.101 0.254 -0.384 0.00
H -1.2880 -3.4197 -4.2532 -0.336 0.027 0.242 0.00
H -2.4562 -2.3797 -3.3557 0.239 -0.298 -0.023 0.00
C 1.4104 -2.7020 -3.1764 -0.041 0.182 -0.235 0.01
H 2.1768 -1.9659 -3.4572 -0.187 -0.240 0.059 0.00
H 1.2525 -3.4075 -4.0024 0.144 0.213 0.127 0.00
H 1.7617 -3.2509 -2.2906 -0.199 0.194 -0.255 0.01
Pt -0.5552 0.4954 1.9981 -0.110 0.933 -0.662 1.05
C 0.2160 2.1182 -0.8419 -0.571 -0.985 1.759 0.06
C -0.9770 1.4055 -0.1482 -0.034 0.664 -0.111 0.54
C -1.6332 0.3042 -0.9417 -0.634 0.241 -0.386 0.09
C -1.5880 -1.1576 -0.4652 -0.277 -0.531 -0.614 0.09
C -0.2875 -1.8958 -1.0057 -0.558 1.172 0.981 0.08
C 0.9726 -1.2798 -0.5121 -0.121 -1.151 2.659 0.60
C 1.5304 -0.0647 -1.0397 1.050 1.292 -1.534 0.11
C 1.5037 1.3824 -0.4089 0.280 -0.435 -0.380 0.07
C 0.4267 -2.6920 2.8402 0.519 -0.272 -0.123 0.09
H 0.2556 3.1912 -0.5622 0.001 -0.479 0.128 0.00
H -1.6727 2.1088 0.3512 0.358 -0.434 -0.169 0.07
H -1.2130 0.2966 -1.9515 -0.070 0.154 0.228 0.00
H -2.6866 0.5930 -1.1214 0.271 -0.185 0.367 0.01
H -1.6302 -1.2322 0.6400 0.071 -0.129 -0.587 0.01
H -2.5064 -1.6294 -0.8923 0.716 -0.002 0.445 0.01
H -0.3614 -2.9732 -0.7443 0.174 0.520 -0.179 0.00
H 1.3908 -1.6684 0.4308 -0.240 0.149 -0.646 0.02
H 1.0295 0.0786 -2.0069 0.540 -0.095 0.194 0.00
H 2.5939 -0.2758 -1.2935 -0.349 0.194 0.198 0.03
H 1.5354 1.3535 0.6859 0.059 0.049 -0.206 0.01
H 2.3991 1.9047 -0.7811 -0.268 -0.113 0.223 0.00
H 1.2974 -3.0526 3.4123 -0.267 0.312 0.034 0.01
H 0.6009 -2.9990 1.8034 -0.032 -0.054 0.101 0.01
H -0.4424 -3.2681 3.1793 0.001 0.296 0.124 0.01
C 1.2080 -0.3294 5.8912 0.435 0.235 -0.198 0.01
C -0.0281 0.1963 5.1837 -0.179 0.636 -0.202 0.05
C -1.2775 -0.3472 5.8738 -0.310 -0.415 -0.409 0.01
C -0.0532 1.7284 5.2837 0.603 0.129 0.008 0.02
C -0.0123 -0.2091 3.7306 0.059 0.171 1.344 0.37
C 0.1877 -1.2233 2.8991 -0.431 -0.823 -0.485 0.44
H 1.1532 -0.0618 6.9493 0.075 -0.084 -0.094 0.00
H 2.1001 0.1353 5.4572 -0.001 -0.141 0.168 0.00
H 1.2913 -1.4040 5.7943 0.051 -0.307 0.085 0.00
H -1.2497 -0.0681 6.9273 -0.035 -0.007 -0.035 0.00
H -2.1831 0.0613 5.4188 0.026 -0.004 0.088 0.00
H -1.3253 -1.4381 5.7979 -0.009 0.076 0.112 0.00
H 0.8529 2.1461 4.7974 -0.497 -0.105 0.308 0.00
H -0.9319 2.1423 4.7857 0.036 -0.020 0.077 0.01
H -0.0538 2.0189 6.3472 -0.017 -0.012 -0.414 0.00
```
Forces are in eV/Å.

DFT (ωB97M-V with the def2-TZVPD basis set) results for C21H41AsF6N6SiTi as an isolated structure.

The value obtained for the strongest force on any atom is 5.73 eV/A. The relative energy (zero: lowest compared OMol25 entry of this formula, charge and spin) is 0.001 eV. The value obtained for the calculated total energy is -5126.4813 Eh. The multiplicity is 2. The calculation puts the highest occupied orbital energy (spin up / spin down) at -16.4 / -16.4 eV. The value obtained for the HOMO-LUMO gap (spin up / spin down) is 8.59 / 8.97 eV. Its total charge is +3. The value obtained for the LUMO energy (spin up / spin down) is -0.2854 / -0.2726 hartree.

Geometry as XYZ:
```
77
Properties=species:S:1:pos:R:3:forces:R:3:lowdin_spin:R:1
Ti -0.8430 -0.2147 0.7290 0.172 -0.390 -0.725 0.96
C 0.3596 -1.7542 3.5912 0.780 -1.905 -0.652 0.00
C 1.0987 -0.5168 3.1890 -0.160 0.520 -0.425 0.00
N 0.0446 0.4206 2.6260 0.416 -0.325 0.182 0.00
C 0.6016 1.7263 2.2512 0.909 -0.586 -1.275 0.00
C -0.4126 2.7347 1.7778 -0.301 0.283 1.607 0.00
N -1.3656 2.1748 0.8208 0.758 -1.459 -0.076 0.00
C -2.7231 2.6259 1.0408 -0.651 0.811 -0.020 0.00
C -3.6835 1.7787 0.2721 0.995 -0.931 -1.006 0.00
C -3.9078 0.4392 0.9644 -1.888 -1.105 0.195 0.00
N -2.7575 -0.0866 1.7632 -0.147 1.893 0.263 0.00
C -2.9608 -1.2361 2.6646 1.015 -0.796 0.898 0.00
C -2.4484 -2.5365 2.0044 0.317 1.586 1.930 0.00
N -1.0961 -2.3192 1.5188 1.391 0.146 -0.859 0.00
C 0.0030 -2.7255 2.4706 0.891 1.375 -1.747 0.00
H -0.4770 -1.5666 4.2013 -1.143 0.491 0.840 0.00
H 0.9606 -2.4147 4.1947 0.682 0.184 0.589 0.00
H 1.8933 -0.7507 2.4477 -0.699 0.447 0.395 0.00
H 1.5417 -0.0072 4.0552 0.065 -0.256 -0.174 0.00
H -0.5779 0.5071 3.4172 -0.359 0.364 0.198 0.00
H 1.1984 1.4809 1.3673 0.280 0.231 0.341 0.00
H 1.3054 2.0636 2.9881 0.034 0.645 0.601 0.00
H 0.0927 3.5491 1.2968 0.442 0.615 0.123 0.00
H -0.9673 3.1359 2.6415 0.117 0.043 -0.303 0.00
H -1.1157 2.5691 -0.0613 0.234 -0.085 -0.883 0.00
H -2.7876 3.6826 0.7979 -0.238 0.206 -0.191 0.00
H -2.9703 2.5927 2.0908 0.006 -0.085 0.581 0.00
H -3.3507 1.6758 -0.7862 -0.025 0.179 0.743 0.00
H -4.6440 2.2146 0.2204 -1.000 0.761 -0.113 0.00
H -4.2918 -0.3404 0.2538 0.522 0.587 0.627 0.00
H -4.7662 0.6552 1.6497 0.682 -0.573 -0.180 0.00
H -2.5152 0.7646 2.3355 -0.343 -1.458 -0.311 0.00
H -3.9446 -1.4099 3.0650 -0.796 0.373 -0.315 0.00
H -2.3637 -1.0376 3.5657 -0.082 -0.002 -0.280 0.00
H -3.1208 -2.6972 1.2127 -0.619 -0.919 -1.210 0.00
H -2.3755 -3.3428 2.7325 -0.813 -0.192 -0.037 0.00
H -0.9514 -3.0315 0.8058 -0.179 0.359 -0.560 0.00
H 0.9141 -2.8812 1.8155 -0.830 0.339 0.672 0.00
H -0.2405 -3.6986 2.7938 -0.336 -1.121 0.966 0.00
N -2.8504 -1.5939 -2.8317 -0.530 -0.644 -1.646 0.00
C -2.5366 -0.6575 -1.9801 0.982 0.006 1.572 0.01
N -1.4454 -0.9941 -1.2609 -0.960 2.070 1.119 0.01
C -1.0155 -2.1896 -1.7494 1.940 -1.849 -0.204 0.00
C 0.1173 -3.0777 -1.5057 0.149 0.735 1.011 0.00
C 0.2564 -4.1851 -2.3213 1.354 -1.794 2.328 0.00
C -0.5781 -4.4249 -3.4012 0.808 -2.067 -0.980 0.00
C -1.5890 -3.6147 -3.6897 -2.255 2.031 0.932 0.00
C -1.8614 -2.5499 -2.7519 -0.172 -2.005 -2.923 0.00
H -3.6333 -1.5867 -3.5009 0.699 0.059 0.522 0.00
H -3.1132 0.2250 -1.8664 -0.250 0.429 0.154 0.00
H 0.8632 -2.9124 -0.6670 -1.157 -0.088 -1.125 0.00
H 0.9150 -5.1071 -2.0034 -0.788 2.434 -0.700 0.00
H -0.4271 -5.3462 -3.9958 0.011 0.780 0.307 0.00
H -2.2519 -3.7724 -4.5222 -0.128 -0.100 -0.174 0.00
F 0.8581 -0.0132 0.1344 -0.185 -0.275 -0.409 -0.01
As 4.1719 -2.2079 -0.1769 0.380 0.094 0.022 0.00
F 5.8481 -2.0645 -0.2681 -0.545 0.049 -0.104 0.00
F 3.9871 -0.9816 -1.3604 -0.081 0.070 0.182 0.00
F 3.2327 -3.2369 -1.1488 0.232 0.375 0.237 0.00
F 3.3866 -1.2207 0.9892 0.333 -0.401 -0.707 0.00
F 4.3208 -3.4458 0.9570 -0.125 -0.174 0.293 0.00
C 2.5766 2.4277 -3.8588 3.049 -0.890 -4.772 0.00
Si 2.9126 3.4749 -2.1873 1.068 1.166 2.761 0.00
C 4.1516 2.5958 -1.0262 -1.567 -0.201 0.354 0.00
C 2.8912 5.3630 -2.0236 -0.195 -0.590 -0.434 0.00
C 1.5451 2.4789 -2.8935 -2.711 -0.413 3.612 0.00
H 2.4724 3.0647 -4.7376 -0.545 -0.114 -0.175 0.00
H 3.0077 1.4488 -4.2266 -0.398 0.980 0.749 0.00
H 3.6253 2.9774 -3.5546 0.009 -0.650 -0.566 0.00
H 4.9590 3.2690 -0.7976 0.481 0.147 -0.044 0.00
H 4.4855 1.5872 -1.2418 0.334 0.038 -0.962 0.00
H 3.6649 2.3389 -0.0696 -0.231 0.710 -0.057 0.00
H 1.8089 5.5359 -1.7742 1.239 0.407 0.392 0.00
H 3.1856 6.0861 -2.7900 -0.437 -0.643 -0.712 0.00
H 3.7007 5.6161 -1.3177 -0.933 -0.282 0.674 0.00
H 1.4631 1.5574 -2.2660 -0.088 0.579 -0.690 0.00
H 0.5398 2.9128 -3.0987 1.121 -0.230 -0.241 0.00
```
Forces are in eV/Å.